P:
# CH3N2O

A gas-phase ion, CH3N2O (charge +1) (the ωB97M-V functional and the def2-TZVPD basis, the Open Molecules 2025 dataset).

The SMILES is O=[N+]1CN1. The orbital gap comes out at 11.85 eV. As for the charge: +1.

The geometry in XYZ format:
```
7
Properties=species:S:1:pos:R:3:lowdin_charge:R:1
O -0.904 -0.855 1.449 0.297
N -0.357 -0.423 0.543 -0.279
C -0.022 0.762 -0.153 0.164
N 0.296 -0.739 -0.488 0.253
H 0.749 1.408 0.368 0.172
H -0.739 1.281 -0.738 0.130
H 0.977 -1.434 -0.981 0.263
```

=====

Q:
# CH3N2O

A gas-phase ion, CH3N2O (charge +1) (the ωB97M-V functional and the def2-TZVPD basis, the Open Molecules 2025 dataset).

The SMILES is [NH2+]=C=[NH+][O-]. The orbital gap comes out at 9.80 eV. As for the charge: +1.

The geometry in XYZ format:
```
7
Properties=species:S:1:pos:R:3:lowdin_charge:R:1
N 0.490 0.261 -1.084 0.326
C 0.147 -0.230 0.011 0.074
N -0.546 -0.335 1.031 -0.081
O -1.152 -1.161 1.645 0.141
H -0.072 0.815 -1.699 0.175
H 1.342 0.126 -1.455 0.118
H -0.209 0.523 1.550 0.248
```

=====

R:
# CH3N2O

A gas-phase ion, CH3N2O (charge +1) (the ωB97M-V functional and the def2-TZVPD basis, the Open Molecules 2025 dataset).

The SMILES is O=[N+]1CN1. The orbital gap (alpha / beta) comes out at 10.43 / 10.43 eV. As for the charge: +1.

The geometry in XYZ format:
```
7
Properties=species:S:1:pos:R:3:lowdin_charge:R:1
O -1.531 0.698 1.262 0.203
N -0.667 0.277 0.393 -0.097
C 0.783 0.148 0.029 0.149
N -0.425 -0.292 -0.698 0.240
H 1.368 -0.755 0.346 0.158
H 1.472 0.942 -0.268 0.147
H -0.999 -1.019 -1.063 0.200
```

=====

Q is the most stable structure; the next one sits 0.0174 hartree above it.

=====

P:
# CH3N2O

2 unconnected molecules or ions with the total composition CH3N2O (the ωB97M-V functional and the def2-TZVPD basis, the Open Molecules 2025 dataset).

The orbital gap comes out at 11.49 eV. As for the charge: +1.

The geometry in XYZ format:
```
7
Properties=species:S:1:pos:R:3:lowdin_charge:R:1
C -1.586 -0.239 -0.032 0.232
N 3.605 0.484 -0.170 0.088
N 2.549 0.185 -0.110 0.026
O -0.555 0.448 0.032 0.243
H -2.636 0.269 -0.105 0.192
H -1.680 -1.278 0.137 0.127
H 0.302 0.130 0.248 0.091
```

=====

Q:
# CH3N2O

2 unconnected molecules or ions with the total composition CH3N2O (the ωB97M-V functional and the def2-TZVPD basis, the Open Molecules 2025 dataset).

The orbital gap (alpha / beta) comes out at 9.40 / 9.59 eV. As for the charge: +1.

The geometry in XYZ format:
```
7
Properties=species:S:1:pos:R:3:lowdin_charge:R:1
C -0.606 0.545 -0.216 0.132
N -2.755 -0.393 -0.031 0.459
N -1.805 0.099 -0.050 -0.029
O -0.108 -1.512 0.216 0.065
H -0.103 1.124 0.579 0.150
H -0.409 0.801 -1.395 0.221
H 0.225 -1.962 -0.494 0.001
```

=====

P is the most stable structure; the next one sits 0.1729 hartree above it.

=====

P:
# C5H25NO10

9 unconnected molecules or ions with the total composition C5H25NO10 (the ωB97M-V functional and the def2-TZVPD basis, the Open Molecules 2025 dataset).

The SMILES is CC[C@@H](C=O)NC=O.O.O.O.O.O.O.O.O. The orbital gap comes out at 10.22 eV. As for the charge: 0.

The geometry in XYZ format:
```
41
Properties=species:S:1:pos:R:3:lowdin_charge:R:1
C -1.074 3.148 0.018 -0.026
C 0.417 2.804 -0.430 -0.128
C 0.463 1.344 -0.947 -0.272
C 0.508 1.285 -2.476 -0.245
O -0.307 0.970 -3.282 0.085
N 1.767 0.749 -0.559 0.063
C 2.224 -0.455 -1.189 -0.248
O 1.718 -0.857 -2.220 -0.006
H -1.681 3.173 -0.864 0.062
H -1.514 2.368 0.529 0.030
H -0.925 4.110 0.521 0.085
H 0.889 3.394 -1.184 0.106
H 1.137 2.869 0.340 0.087
H -0.232 0.670 -0.565 0.085
H 1.596 1.314 -2.765 0.136
H 2.188 1.146 0.251 0.079
H 3.155 -0.899 -0.815 0.141
O -1.029 -1.007 0.765 0.011
H -0.235 -0.553 0.658 -0.009
H -1.464 -1.309 0.025 -0.045
O -1.949 -2.146 -1.454 -0.040
H -1.097 -2.114 -1.880 -0.002
H -2.578 -2.610 -1.993 0.070
O 0.176 -2.847 -2.828 -0.035
H 0.417 -2.199 -3.545 0.095
H 0.960 -3.153 -2.478 0.007
O 2.701 0.571 2.341 -0.041
H 2.100 -0.177 2.416 0.010
H 3.230 0.477 3.106 0.024
O -1.794 0.443 3.109 -0.107
H -1.312 0.477 2.261 -0.003
H -2.681 0.092 2.730 0.096
O 0.539 -1.169 3.676 -0.063
H -0.192 -1.650 3.278 0.010
H 0.145 -0.614 4.351 0.042
O 0.952 -3.314 2.020 -0.049
H 0.071 -3.421 2.368 0.026
H 0.778 -2.802 1.216 0.021
O -2.969 0.702 -1.270 -0.012
H -2.535 1.337 -1.728 -0.052
H -2.562 -0.150 -1.509 0.014
```

=====

Q:
# C5H25NO10

9 unconnected molecules or ions with the total composition C5H25NO10 (the ωB97M-V functional and the def2-TZVPD basis, the Open Molecules 2025 dataset).

The SMILES is C=CC[C@@H](N)C(=O)O.O.O.O.O.O.O.O.O. The orbital gap comes out at 9.51 eV. As for the charge: 0.

The geometry in XYZ format:
```
41
Properties=species:S:1:pos:R:3:lowdin_charge:R:1
C -0.292 3.210 0.277 0.015
C -0.349 2.091 -0.487 -0.186
C -1.073 0.793 -0.340 -0.166
C 0.004 -0.330 -0.263 -0.264
N 0.259 -0.819 1.105 0.073
C -0.555 -1.526 -1.086 -0.386
O -1.520 -2.163 -0.685 0.081
O -0.017 -1.780 -2.343 0.074
H -0.955 3.325 1.118 0.042
H 0.479 4.054 0.061 0.088
H 0.324 2.066 -1.410 0.088
H -1.787 0.831 0.484 0.117
H -1.519 0.737 -1.369 0.110
H 0.915 0.029 -0.693 0.093
H 0.069 -1.769 1.124 0.051
H -0.219 -0.348 1.916 0.094
H 0.303 -0.956 -2.827 0.098
O -3.492 0.676 -1.014 -0.063
H -4.303 0.600 -1.501 0.046
H -3.374 -0.174 -0.599 -0.010
O 3.446 -2.439 0.013 -0.037
H 3.250 -2.173 -0.866 0.015
H 2.525 -2.610 0.314 0.049
O -0.120 0.749 -3.452 -0.071
H -0.381 1.186 -4.322 0.108
H 0.401 1.464 -2.996 0.053
O 3.327 1.106 -1.620 -0.035
H 3.110 0.907 -0.744 -0.092
H 3.930 1.825 -1.640 0.022
O -3.522 -1.440 0.914 -0.073
H -2.817 -1.872 0.365 0.011
H -3.061 -0.959 1.611 0.035
O 2.832 0.656 0.841 -0.124
H 3.828 0.576 1.117 0.152
H 2.495 -0.310 0.761 0.071
O -1.411 0.432 4.202 -0.006
H -1.855 1.144 3.847 -0.009
H -0.498 0.600 4.109 -0.027
O 1.368 0.602 3.148 -0.103
H 1.691 0.778 2.202 0.027
H 2.105 0.154 3.563 0.041
```

=====

P is the most stable structure; the next one sits 0.0096 hartree above it.

=====

P:
# C4H7N2

A gas-phase ion, C4H7N2 (charge +1) (the ωB97M-V functional and the def2-TZVPD basis, the Open Molecules 2025 dataset).

The SMILES is C/[NH+]=C1/[C@@H]2CN12. The orbital gap comes out at 11.55 eV. As for the charge: +1.

The geometry in XYZ format:
```
13
Properties=species:S:1:pos:R:3:lowdin_charge:R:1
C 1.341 1.597 0.370 0.033
N 1.143 0.154 0.411 0.113
C 0.079 -0.509 0.228 -0.137
C -0.834 -1.531 0.091 -0.069
C -1.677 -0.872 -0.948 -0.020
N -1.374 -0.105 0.340 0.189
H 1.731 1.806 1.353 0.116
H 2.045 1.717 -0.431 0.111
H 0.498 2.141 0.113 0.085
H 2.035 -0.169 0.686 0.167
H -1.119 -2.431 0.754 0.190
H -1.217 -0.560 -1.850 0.108
H -2.652 -1.237 -1.118 0.114
```

=====

Q:
# C4H7N2

A gas-phase ion, C4H7N2 (charge +1) (the ωB97M-V functional and the def2-TZVPD basis, the Open Molecules 2025 dataset).

The SMILES is C=C(C)[NH+]=C=N. The orbital gap comes out at 9.20 eV. As for the charge: +1.

The geometry in XYZ format:
```
13
Properties=species:S:1:pos:R:3:lowdin_charge:R:1
C 0.433 0.733 -1.048 0.118
C -0.070 -0.105 -0.163 -0.252
C -1.420 -0.588 0.041 -0.019
N 0.873 -0.911 0.771 0.167
C 2.043 -0.490 0.507 -0.111
N 2.603 0.335 -0.136 0.290
H -0.110 1.326 -1.735 0.103
H 1.464 0.995 -0.985 0.031
H -2.174 0.160 0.248 0.110
H -1.437 -1.347 0.759 0.062
H -1.691 -1.061 -0.905 0.116
H 0.527 -1.460 1.650 0.236
H 3.319 0.422 -0.806 0.148
```

=====

R:
# C4H7N2

A gas-phase ion, C4H7N2 (charge +1) (the ωB97M-V functional and the def2-TZVPD basis, the Open Molecules 2025 dataset).

The SMILES is [H]/N=[N+]1/C=CCC1. The orbital gap comes out at 9.82 eV. As for the charge: +1.

The geometry in XYZ format:
```
13
Properties=species:S:1:pos:R:3:lowdin_charge:R:1
H 0.669 1.708 2.282 0.170
N 1.185 1.081 1.590 0.261
N 0.581 0.552 0.703 -0.141
C 1.405 -0.336 -0.315 0.108
C 0.499 -0.838 -1.153 -0.001
C -0.902 -0.502 -0.807 -0.124
C -0.816 0.399 0.495 -0.081
H 2.407 -0.304 -0.202 0.090
H 0.550 -1.399 -2.082 0.143
H -1.454 0.045 -1.474 0.094
H -1.402 -1.444 -0.532 0.141
H -1.380 1.303 0.200 0.154
H -1.340 -0.265 1.295 0.187
```

=====

S:
# C4H7N2

A gas-phase ion, C4H7N2 (charge +1) (the ωB97M-V functional and the def2-TZVPD basis, the Open Molecules 2025 dataset).

The SMILES is C/N=C(/C)C#[NH+]. The orbital gap comes out at 8.81 eV. As for the charge: +1.

The geometry in XYZ format:
```
13
Properties=species:S:1:pos:R:3:lowdin_charge:R:1
C -0.994 0.215 -1.661 -0.073
N -0.260 -0.576 -0.790 0.125
C 0.333 -0.372 0.316 -0.355
C 1.084 -1.407 1.062 0.005
C 0.223 0.915 0.854 0.183
N -0.288 2.089 0.935 0.343
H -0.545 0.083 -2.653 0.122
H -1.088 1.280 -1.415 0.082
H -1.986 -0.246 -1.746 0.124
H 2.144 -1.149 1.105 0.104
H 0.969 -2.371 0.573 0.106
H 0.723 -1.470 2.090 0.102
H -0.316 3.010 1.329 0.131
```

=====

R is the most stable structure; the next one sits 0.0091 hartree above it.

=====

P:
# C4H7N2

A gas-phase ion, C4H7N2 (charge +1) (the ωB97M-V functional and the def2-TZVPD basis, the Open Molecules 2025 dataset).

The orbital gap (alpha / beta) comes out at 7.94 / 9.08 eV. As for the charge: +1.

The geometry in XYZ format:
```
13
Properties=species:S:1:pos:R:3:lowdin_charge:R:1
C -0.312 1.428 0.037 -0.102
C -1.133 0.217 -0.113 -0.019
C 1.015 -0.651 -0.441 -0.188
C 1.059 0.860 -0.566 -0.044
N 1.806 0.193 0.328 0.097
N -0.404 -1.054 0.000 0.100
H -0.807 2.389 -0.457 0.174
H -0.117 1.789 0.987 0.084
H -2.078 0.081 -0.622 0.126
H 1.557 -1.357 -1.184 0.189
H 2.429 0.327 1.125 0.179
H -0.481 -1.485 0.967 0.210
H -0.833 -1.740 -0.657 0.194
```

=====

Q:
# C4H7N2

A gas-phase ion, C4H7N2 (charge +1) (the ωB97M-V functional and the def2-TZVPD basis, the Open Molecules 2025 dataset).

The SMILES is [H]/N=C/[C@H]1CC1=[NH2+]. The orbital gap comes out at 8.79 eV. As for the charge: +1.

The geometry in XYZ format:
```
13
Properties=species:S:1:pos:R:3:lowdin_charge:R:1
H -3.619 0.444 0.002 0.146
N -2.823 -0.212 -0.351 0.129
C -1.755 0.001 0.221 -0.094
C -0.048 -0.717 0.386 -0.061
C 0.795 -1.015 -0.849 0.024
C 0.928 0.188 -0.025 -0.247
N 1.741 1.117 0.316 0.272
H -1.316 0.762 0.870 0.092
H -0.090 -1.309 1.222 0.116
H 1.667 -1.683 -0.658 0.146
H 0.583 -0.809 -1.879 0.125
H 2.353 1.533 -0.414 0.178
H 1.582 1.699 1.161 0.174
```

=====

Q is the most stable structure; the next one sits 0.0594 hartree above it.

=====

P:
# C4H7N2

2 unconnected molecules or ions with the total composition C4H7N2 (the ωB97M-V functional and the def2-TZVPD basis, the Open Molecules 2025 dataset).

The orbital gap (alpha / beta) comes out at 6.78 / 6.78 eV. As for the charge: +1.

The geometry in XYZ format:
```
13
Properties=species:S:1:pos:R:3:lowdin_charge:R:1
C 1.615 -0.831 1.473 0.035
C 0.294 -0.539 1.568 -0.040
C 0.704 -1.377 -0.631 -0.068
C -1.248 1.604 -0.989 0.455
N 1.631 -0.475 -0.036 0.046
N 0.237 -0.232 0.167 -0.080
H 2.447 -1.313 1.970 0.115
H -0.464 -0.560 2.386 0.133
H 0.395 -1.341 -1.665 0.121
H 0.506 -2.328 -0.262 0.109
H -1.557 0.623 -1.244 0.034
H -1.497 2.213 -0.075 0.098
H -0.457 2.067 -1.498 0.043
```

=====

Q:
# C4H7N2

2 unconnected molecules or ions with the total composition C4H7N2 (the ωB97M-V functional and the def2-TZVPD basis, the Open Molecules 2025 dataset).

The orbital gap comes out at 9.61 eV. As for the charge: +1.

The geometry in XYZ format:
```
13
Properties=species:S:1:pos:R:3:lowdin_charge:R:1
C -1.482 0.440 -0.895 0.197
C 1.109 1.410 0.661 -0.147
C 2.161 2.112 0.331 0.049
C -1.233 -1.987 -0.377 -0.031
N -0.113 1.072 0.663 0.081
N -1.492 -0.679 -0.710 0.022
H -1.770 1.491 -1.030 0.154
H 3.174 1.746 0.112 0.083
H 2.184 3.189 0.233 0.083
H -2.147 -2.571 -0.700 0.133
H -1.091 -2.126 0.722 0.122
H -0.254 -2.174 -0.960 0.156
H -0.485 0.727 1.541 0.098
```

=====

R:
# C4H7N2

A gas-phase ion, C4H7N2 (charge +1) (the ωB97M-V functional and the def2-TZVPD basis, the Open Molecules 2025 dataset).

The SMILES is [NH2+]=C1C=CCN1. The orbital gap comes out at 11.05 eV. As for the charge: +1.

The geometry in XYZ format:
```
13
Properties=species:S:1:pos:R:3:lowdin_charge:R:1
N -0.432 -2.071 0.191 0.232
C -0.123 -0.794 0.113 -0.309
C 0.908 -0.117 0.873 0.034
C 0.913 1.174 0.509 0.025
C -0.131 1.404 -0.521 -0.123
N -0.707 0.092 -0.680 0.111
H 0.068 -2.675 0.826 0.142
H -1.164 -2.484 -0.367 0.142
H 1.538 -0.601 1.594 0.127
H 1.552 1.954 0.878 0.132
H -0.878 2.135 -0.194 0.153
H 0.294 1.774 -1.461 0.153
H -1.461 -0.099 -1.323 0.179
```

=====

S:
# C4H7N2

A gas-phase ion, C4H7N2 (charge +1) (the ωB97M-V functional and the def2-TZVPD basis, the Open Molecules 2025 dataset).

The SMILES is CC(C)=[N+]1C=N1. The orbital gap comes out at 11.25 eV. As for the charge: +1.

The geometry in XYZ format:
```
13
Properties=species:S:1:pos:R:3:lowdin_charge:R:1
C -0.844 1.377 -0.044 -0.009
C -0.179 0.076 0.086 -0.370
C -1.018 -1.031 -0.365 0.003
N 1.065 0.012 0.384 0.067
C 2.507 -0.696 0.468 0.172
N 2.443 0.531 0.526 0.230
H -1.352 1.482 1.027 0.168
H -0.168 2.258 -0.164 0.113
H -1.548 1.346 -0.832 0.079
H -2.033 -0.744 0.070 0.134
H -1.007 -0.898 -1.496 0.145
H -0.504 -1.945 0.002 0.106
H 2.639 -1.770 0.336 0.162
```

=====

R is the most stable structure; the next one sits 0.1708 hartree above it.